ORCA calculation (wB97M-V/def2-TZVPD) on a molecular structure, C6H9NO in a non-equilibrium geometry.

XYZ file:
```
17
Properties=species:S:1:pos:R:3:forces:R:3
O 0.3269 2.2575 1.1205 0.15 -1.74 -1.46
N 0.6021 0.2923 -0.7165 -0.12 -0.56 -0.98
C -0.8218 1.4398 0.8885 2.57 -2.41 -2.64
C -0.8299 0.3423 -0.3586 -2.98 3.90 -1.96
C 0.9459 -0.6157 -1.8422 -3.14 -0.70 1.53
C -0.8107 -0.9384 0.4122 1.39 -0.49 -0.05
C 0.6780 -0.3178 0.6551 2.36 -2.47 -3.28
C 0.3320 0.8113 1.4164 -0.01 2.18 7.60
H -1.7142 1.6394 1.3064 -2.78 0.90 1.67
H 0.5341 -1.7148 -1.5842 0.64 2.24 -1.52
H -1.5138 -1.0155 1.2143 -0.20 -0.08 0.82
H 1.9653 -0.6876 -1.9168 2.69 -0.26 0.21
H 0.6725 -0.0762 -2.7733 -0.58 -0.99 0.43
H -1.6973 0.7255 -1.0466 1.88 -1.36 0.46
H -0.8231 -1.8777 -0.1659 0.10 0.60 0.14
H 0.4810 0.5601 2.5067 -0.37 1.01 -0.82
H 1.6728 -0.8243 0.8840 -1.58 0.22 -0.15
```
Positions in Å, forces in eV/Å.

Calculated values
E_HOMO in eV: -8.871
HOMO-LUMO gap in Eh: 0.3620
DFT total energy in a.u.: -363.82068
ΔE to the lowest compared entry with this formula, charge and spin in kJ/mol: 534.45

Atomic partial charges in e from the natural (NBO) method, atoms 1 to 8: atom 1 (O): -0.44, atom 2 (N): -0.42, atom 3 (C): 0.04, atom 4 (C): -0.09, atom 5 (C): -0.41, atom 6 (C): -0.41, atom 7 (C): -0.09, atom 8 (C): 0.03